ORCA calculation (wB97M-V/def2-TZVPD) on an isolated molecule of C6H8O2.

The LUMO energy is 0.124 eV. The calculation puts the gap between HOMO and LUMO at 9.41 eV. As for the largest force on an atom: 4.157 eV/A. As for the HOMO energy: -9.29 eV. The charge is 0.

Geometry (Å):
C: 0.550 -1.799 0.552
C: 0.924 1.713 -0.433
C: -0.977 -1.147 1.075
C: -0.572 0.316 1.059
C: -0.179 0.697 -0.352
C: -1.007 0.430 -1.377
O: -2.065 -1.601 0.908
O: -0.199 0.900 2.045
H: 0.321 -2.864 0.546
H: 1.005 -1.629 -0.421
H: 1.245 -1.541 1.351
H: 0.691 2.560 0.213
H: 1.865 1.286 -0.080
H: 1.037 2.095 -1.444
H: -0.881 0.924 -2.326
H: -1.759 -0.339 -1.315


ORCA calculation (wB97M-V/def2-TZVPD) on HfIY as an isolated structure.

The LUMO energy is -31.452 eV. The calculation puts the gap between HOMO and LUMO at 6.43 eV. As for the largest force on an atom: 4.577 eV/A. As for the HOMO energy: -37.88 eV. The charge is +6.

Geometry (Å):
Y: 0.796 -2.615 -0.936
Hf: -0.431 2.766 0.682
I: -0.365 -0.151 0.254


ORCA calculation (wB97M-V/def2-TZVPD) on C10H30NiO9S6 as an isolated structure.

The LUMO energy (alpha / beta) is 1.682 / 2.124 eV. The calculation puts the gap between HOMO and LUMO (alpha / beta) at 1.51 / 6.99 eV. As for the spin multiplicity: 4. As for the largest force on an atom: 4.730 eV/A. As for the HOMO energy (alpha / beta): 0.17 / -4.87 eV. The charge is -1.

Geometry (Å):
Ni: -1.119 -0.181 -0.661
S: -3.267 0.848 -1.697
O: -1.869 1.043 -2.067
O: -3.807 2.062 -1.097
O: -4.042 0.256 -2.747
O: -3.018 -0.109 -0.631
C: -3.074 0.503 3.239
S: -2.424 -1.181 2.687
O: -1.582 -0.896 1.412
C: -1.143 -1.256 4.020
H: -3.313 0.441 4.301
H: -3.981 0.743 2.685
H: -2.380 1.320 3.039
H: -0.510 -0.378 3.892
H: -0.558 -2.175 3.990
H: -1.603 -1.369 5.001
C: 0.386 3.454 1.939
S: -0.936 2.664 0.940
O: -0.411 1.428 0.226
C: -0.862 3.811 -0.582
H: 0.785 2.712 2.631
H: 0.060 4.354 2.459
H: 1.183 3.772 1.267
H: -1.025 4.862 -0.342
H: -1.628 3.532 -1.306
H: 0.061 3.571 -1.109
C: 1.619 1.890 -3.314
S: 1.549 0.060 -3.037
O: 0.473 -0.270 -2.020
C: 1.032 -0.539 -4.730
H: 2.513 2.166 -3.872
H: 1.664 2.433 -2.370
H: 0.778 2.210 -3.929
H: 1.674 -0.138 -5.514
H: 0.064 -0.115 -4.996
H: 1.024 -1.629 -4.720
C: 0.968 -3.458 -1.959
S: -0.788 -3.596 -1.382
O: -1.196 -2.160 -1.031
C: -0.274 -4.374 0.149
H: 1.581 -3.129 -1.120
H: 1.174 -2.749 -2.761
H: 1.319 -4.409 -2.359
H: 0.105 -5.365 -0.099
H: -1.044 -4.438 0.918
H: 0.500 -3.855 0.714
C: 2.386 -1.269 2.571
S: 2.395 -0.884 0.851
O: 0.961 -0.904 0.429
C: 3.005 0.872 0.836
H: 2.163 -2.309 2.812
H: 1.695 -0.556 3.020
H: 3.344 -1.033 3.035
H: 4.023 0.984 1.209
H: 2.363 1.555 1.393
H: 3.006 1.178 -0.210


ORCA calculation (wB97M-V/def2-TZVPD) on C11H25CoN5O8 as an isolated structure.

The LUMO energy (alpha / beta) is -3.431 / -5.043 eV. The calculation puts the gap between HOMO and LUMO (alpha / beta) at 6.39 / 7.19 eV. As for the spin multiplicity: 5. As for the largest force on an atom: 4.413 eV/A. As for the HOMO energy (alpha / beta): -9.82 / -12.23 eV. The charge is +1.

Geometry (Å):
O: -0.620 -2.418 -3.469
H: -1.257 -2.135 -4.158
Co: -0.436 0.178 -0.124
N: -0.473 1.165 -1.701
N: 1.193 -0.357 -0.937
N: -1.945 0.471 0.889
N: -0.339 -1.271 1.160
O: -1.399 2.024 -1.829
O: -2.787 1.411 0.421
O: 0.495 -2.315 1.092
O: 2.033 -1.200 -0.449
C: 1.536 0.186 -2.143
C: 0.483 0.982 -2.652
C: -2.305 -0.359 1.888
C: -1.254 -1.316 2.144
C: 0.425 1.573 -4.007
H: -0.011 0.836 -4.695
H: 1.422 1.812 -4.394
H: -0.196 2.473 -4.014
C: 2.928 0.054 -2.630
H: 3.218 -0.960 -2.914
H: 3.660 0.358 -1.876
H: 3.123 0.687 -3.496
C: -3.535 -0.134 2.659
C: -0.952 -1.949 3.443
H: -4.371 -0.009 1.963
H: -3.466 0.764 3.281
H: -3.728 -0.983 3.309
H: 0.058 -2.359 3.491
H: -1.644 -2.756 3.681
H: -1.036 -1.208 4.244
H: -2.369 1.758 -0.451
H: 1.279 -1.896 0.486
C: 0.320 -4.298 -2.174
H: 0.828 -3.922 -3.018
H: -0.730 -4.225 -1.996
H: 0.830 -4.117 -1.235
O: -1.315 -1.178 -0.951
H: -0.969 -2.048 -2.617
H: -1.951 -1.548 -0.290
N: 2.274 3.119 3.170
C: 1.092 3.320 2.294
C: 0.989 2.001 1.517
O: 0.127 1.914 0.570
O: 1.752 1.072 1.881
H: 2.016 3.210 4.154
H: 2.999 3.805 2.984
H: 2.575 2.136 2.958
H: 0.197 3.471 2.892
H: 1.236 4.184 1.648


ORCA calculation (wB97M-V/def2-TZVPD) on an isolated molecule of C2HCl3S2.

The LUMO energy is -1.798 eV. The calculation puts the gap between HOMO and LUMO at 7.36 eV. As for the largest force on an atom: 4.070 eV/A. As for the HOMO energy: -9.16 eV. The charge is 0.

Geometry (Å):
C: -0.570 -0.911 -0.166
C: -1.233 0.353 -0.229
S: 3.156 -0.740 0.585
S: 0.841 -1.624 0.057
Cl: -2.038 0.396 -1.787
Cl: -0.272 1.858 0.173
Cl: -2.481 0.302 1.074
H: 2.597 0.366 0.293


ORCA calculation (wB97M-V/def2-TZVPD) on C32H37BaI2N3O6Sb2 as an isolated structure.

The LUMO energy is -0.702 eV. The calculation puts the gap between HOMO and LUMO at 6.43 eV. As for the largest force on an atom: 0.223 eV/A. As for the HOMO energy: -7.13 eV. The charge is 0.

Geometry (Å):
Ba: 0.352 -0.256 -0.370
C: 4.358 1.830 -1.076
Sb: 2.520 2.091 -2.135
C: 3.414 2.473 -4.049
C: 2.259 4.171 -1.607
C: 1.268 4.903 -2.459
C: 1.721 5.517 -3.631
C: 0.875 6.230 -4.461
C: -0.463 6.363 -4.118
C: -0.926 5.765 -2.959
C: -0.090 5.019 -2.125
C: -0.678 4.365 -0.916
Sb: -1.828 2.568 -1.342
C: -1.344 2.281 -3.403
C: -3.715 3.513 -1.705
H: 5.045 2.639 -1.325
H: 4.814 0.877 -1.339
H: 4.151 1.840 -0.007
H: 4.229 3.187 -3.936
H: 2.671 2.875 -4.737
H: 3.805 1.541 -4.455
H: 3.252 4.606 -1.736
H: 2.015 4.175 -0.546
H: 2.773 5.440 -3.882
H: 1.261 6.695 -5.360
H: -1.138 6.935 -4.742
H: -1.967 5.882 -2.679
H: -1.388 5.032 -0.423
H: 0.068 4.065 -0.183
H: -1.578 3.178 -3.976
H: -1.913 1.428 -3.772
H: -0.283 2.060 -3.507
H: -3.611 4.229 -2.519
H: -4.051 4.028 -0.806
H: -4.450 2.759 -1.981
O: 0.836 1.998 5.244
C: 1.441 1.729 4.221
C: 1.613 2.634 3.025
O: 1.473 3.837 2.983
C: 1.724 1.696 1.888
C: 1.980 0.370 2.358
O: 2.009 -0.657 1.598
C: 1.848 0.345 3.811
O: 1.799 -0.638 4.544
O: 1.433 1.973 0.685
I: -3.135 -2.091 -4.447
C: -2.206 -3.325 -3.045
C: -2.412 -4.709 -3.105
C: -1.821 -5.549 -2.199
I: -2.184 -7.606 -2.357
C: -0.984 -5.025 -1.183
C: -0.312 -5.801 -0.209
C: 0.485 -5.207 0.726
C: 0.622 -3.806 0.705
N: 0.008 -3.055 -0.178
C: -0.788 -3.625 -1.127
C: -1.408 -2.712 -2.078
O: -1.208 -1.448 -2.002
H: -3.047 -5.120 -3.879
H: -0.431 -6.877 -0.220
H: 1.011 -5.795 1.465
H: 1.258 -3.288 1.418
C: -1.202 -1.026 4.383
C: -0.909 -1.243 2.893
N: -1.639 -0.253 2.074
C: -1.512 1.110 2.603
C: -2.108 1.220 4.021
N: -2.448 -0.179 4.453
C: -3.522 -0.757 3.575
C: -3.056 -0.611 2.104
H: -0.399 -0.483 4.883
H: -1.394 -1.955 4.916
H: -1.243 -2.228 2.560
H: 0.163 -1.198 2.724
H: -2.026 1.785 1.920
H: -0.467 1.391 2.613
H: -3.033 1.797 4.049
H: -1.395 1.622 4.740
H: -2.775 -0.153 5.415
H: -4.445 -0.218 3.781
H: -3.641 -1.797 3.876
H: -3.623 0.168 1.596
H: -3.211 -1.545 1.567


ORCA calculation (wB97M-V/def2-TZVPD) on a 2-piece molecular cluster, C2H8NO2 overall.

The LUMO energy is 4.645 eV. The calculation puts the gap between HOMO and LUMO at 7.94 eV. As for the largest force on an atom: 2.070 eV/A. As for the HOMO energy: -3.29 eV. The charge is -1.

Geometry (Å):
C: -0.502 -1.277 0.224
O: 0.871 -1.013 0.170
C: -1.340 -0.046 0.657
N: -1.202 1.057 -0.282
H: -0.701 -2.110 1.020
H: -0.945 -1.710 -0.694
H: -0.931 0.239 1.614
H: -2.388 -0.369 0.755
H: -1.473 0.768 -1.209
H: -0.259 1.366 -0.224
H: 2.790 0.987 -0.791
H: 1.482 0.198 -0.284
O: 1.865 1.160 -0.608


ORCA calculation (wB97M-V/def2-TZVPD) on C2H2LaO2P as an isolated structure.

The LUMO energy (alpha / beta) is -9.712 / -9.710 eV. The calculation puts the gap between HOMO and LUMO (alpha / beta) at 4.47 / 4.44 eV. As for the largest force on an atom: 2.811 eV/A. As for the HOMO energy (alpha / beta): -14.18 / -14.15 eV. The charge is +2.

Geometry (Å):
P: 4.592 0.673 1.093
O: 3.301 0.453 0.198
O: -2.296 -0.047 1.736
C: -1.940 -0.128 0.660
C: -1.444 -0.268 -0.601
La: 1.236 0.119 -0.868
H: -1.869 0.500 -1.266
H: -1.579 -1.303 -0.952